# 1
12
Properties=species:S:1:pos:R:3 method="wB97M-V/def2-TZVPD" smiles="C=C[C@@H]1CC1=O" total_energy_ev=-7327.1556 gap_ev=9.85
C 1.51 -1.11 -0.31
C 0.28 -0.90 -0.78
C -0.45 0.38 -0.49
C -0.34 0.97 0.95
C -1.63 0.62 0.36
O -2.83 0.70 0.42
H 1.99 -0.37 0.33
H 2.08 -2.00 -0.55
H -0.20 -1.62 -1.43
H -0.41 1.10 -1.31
H 0.06 0.24 1.65
H -0.06 2.00 1.15

---

# 2
12
Properties=species:S:1:pos:R:3 method="wB97M-V/def2-TZVPD" smiles=C#C[C@]1(C)CO1 total_energy_ev=-7326.3574 gap_ev=10.93
C 0.14 0.80 -2.34
C -0.11 0.57 -1.18
C -0.20 0.06 0.18
C 0.94 0.46 1.11
C -1.01 -1.18 0.30
O -1.47 0.04 0.84
H 0.35 0.98 -3.37
H 1.64 1.13 0.60
H 1.51 -0.38 1.51
H 0.51 1.01 1.95
H -0.69 -1.98 0.96
H -1.61 -1.51 -0.56

---

# 3
12
Properties=species:S:1:pos:R:3 method="wB97M-V/def2-TZVPD" smiles="O=C1C[C@H]2C[C@@H]12" total_energy_ev=-7325.4161 gap_ev=9.52
O -1.22 2.10 0.25
C -0.67 1.04 0.11
C -1.11 -0.24 -0.65
C -0.07 -1.16 -0.01
C 1.23 -0.45 -0.23
C 0.50 0.43 0.81
H -2.16 -0.48 -0.46
H -0.94 -0.18 -1.74
H -0.10 -0.80 1.28
H 1.38 0.03 -1.20
H 2.13 -0.92 0.17
H 1.06 0.84 1.66

---

# 4
12
Properties=species:S:1:pos:R:3 method="wB97M-V/def2-TZVPD" total_energy_ev=-7324.5835 gap_ev="6.75 / 6.76"
C 1.07 -0.40 -0.34
C 0.33 0.88 -0.01
C -1.14 0.52 -0.01
O -1.22 -0.97 -0.36
C -0.04 -1.40 -0.21
C -0.45 0.68 1.25
H 1.89 -0.60 0.35
H 1.45 -0.51 -1.37
H 0.68 1.81 -0.47
H -1.95 1.01 -0.54
H 0.11 -2.48 -0.28
H -0.70 1.49 1.93

---

# 5
12
Properties=species:S:1:pos:R:3 method="wB97M-V/def2-TZVPD" total_energy_ev=-7323.6572 gap_ev=8.92
C -1.00 0.32 0.07
C -0.99 -1.21 -0.07
C 0.52 -1.38 0.01
C 0.77 -0.05 -0.22
C 1.82 0.89 0.16
O 1.66 2.09 0.27
H -0.95 0.70 1.08
H -0.02 0.58 -0.85
H -1.67 0.95 -0.53
H -1.40 -1.57 -1.02
H -1.53 -1.71 0.73
H 2.79 0.39 0.36

---

# 6
12
Properties=species:S:1:pos:R:3 method="wB97M-V/def2-TZVPD" total_energy_ev=-7325.4289 gap_ev=9.62
C 0.54 -0.53 -1.30
C -0.52 0.34 -0.63
C -0.74 0.01 0.85
C -1.89 -0.53 1.15
C 0.35 0.34 1.83
O 1.51 0.06 1.64
H 1.48 -0.49 -0.75
H 0.22 -1.57 -1.36
H 0.72 -0.17 -2.32
H -1.47 0.25 -1.17
H -0.23 1.40 -0.66
H 0.03 0.88 2.73

---

# 7
12
Properties=species:S:1:pos:R:3 method="wB97M-V/def2-TZVPD" smiles="C#C[C@@H](C)C=O" total_energy_ev=-7326.7765 gap_ev=10.60
C -1.58 -1.46 1.28
C -0.74 -0.88 0.62
C -0.09 0.25 -0.02
C 1.38 0.55 0.35
C -0.31 0.32 -1.52
O 0.52 0.68 -2.32
H -2.20 -2.20 1.71
H -0.93 0.82 0.45
H 1.52 0.60 1.43
H 2.05 -0.23 -0.04
H 1.72 1.49 -0.10
H -1.33 0.05 -1.84

---

# 8
12
Properties=species:S:1:pos:R:3 method="wB97M-V/def2-TZVPD" smiles="C=CC(=C)C=O" total_energy_ev=-7327.8702 gap_ev=9.55
C -1.23 1.28 0.36
C -0.72 0.05 0.34
C 0.67 -0.35 0.22
C 1.07 -1.62 0.21
C 1.87 0.73 0.04
O 3.02 0.42 -0.02
H -2.29 1.43 0.45
H -0.62 2.16 0.28
H -1.39 -0.80 0.43
H 2.12 -1.85 0.11
H 0.40 -2.45 0.30
H 1.52 1.77 -0.04

---

# 9
12
Properties=species:S:1:pos:R:3 method="wB97M-V/def2-TZVPD" total_energy_ev=-7322.6677 gap_ev="6.78 / 6.77"
C 1.15 -0.53 1.14
C 0.05 -0.61 0.28
C 0.13 0.37 -0.93
O 1.30 0.78 -1.24
C -1.08 0.82 -1.49
C -2.01 0.68 -0.61
H 1.54 -1.42 1.61
H 1.37 0.41 1.66
H 1.88 0.32 -0.55
H -1.17 -0.16 0.53
H -0.15 -1.63 -0.09
H -3.00 0.97 -0.30

---

# 10
12
Properties=species:S:1:pos:R:3 method="wB97M-V/def2-TZVPD" total_energy_ev=-7324.2413 gap_ev=10.67
C 0.94 -0.24 0.96
C 0.22 -0.97 -0.24
C 0.38 0.87 0.02
C -1.22 0.68 0.26
C -1.31 -0.59 0.01
H 0.79 -0.41 1.97
H 2.04 -0.09 0.46
H 0.46 -2.02 -0.47
H 0.84 1.96 -0.22
H -1.89 1.50 0.25
H -2.21 -1.06 -0.39
O 0.74 0.20 -0.95

---

# 11
12
Properties=species:S:1:pos:R:3 method="wB97M-V/def2-TZVPD" total_energy_ev=-7323.6023 gap_ev=8.27
C 1.48 -0.79 0.02
C 0.05 -0.57 0.33
C -1.15 -0.97 -0.13
O -2.27 -0.56 -0.42
C -1.28 1.87 0.04
C -0.08 1.91 0.15
H 1.60 -1.84 -0.27
H 2.13 -0.62 0.89
H 1.84 -0.20 -0.83
H -0.93 -2.08 0.02
H -2.34 1.74 -0.05
H 0.96 2.14 0.24

---

# 12
12
Properties=species:S:1:pos:R:3 method="wB97M-V/def2-TZVPD" smiles=C#C[C@]1(C)CO1 total_energy_ev=-7326.2396 gap_ev=11.00
C -1.49 -1.61 -1.12
C -0.47 -1.05 -0.78
C 0.33 -0.14 0.02
C -0.64 0.79 0.75
C 1.70 0.33 -0.20
O 1.42 -0.67 0.76
H -2.45 -2.02 -1.33
H -1.57 0.26 0.98
H -0.90 1.62 0.08
H -0.18 1.15 1.67
H 1.95 1.31 0.23
H 2.30 0.04 -1.06

---

# 13
12
Properties=species:S:1:pos:R:3 method="wB97M-V/def2-TZVPD" smiles=C#C[C@H]1CCO1 total_energy_ev=-7324.7447 gap_ev=10.17
C -1.80 0.00 1.27
C -1.83 -0.60 0.22
C -0.68 -0.20 -0.69
C 0.48 0.73 -0.16
C 1.30 -0.56 -0.18
O 0.24 -1.28 -0.84
H -1.52 0.60 2.10
H -1.12 0.16 -1.61
H 0.78 1.44 -0.94
H 0.41 1.26 0.79
H 1.52 -0.98 0.81
H 2.21 -0.56 -0.79

---

# 14
12
Properties=species:S:1:pos:R:3 method="wB97M-V/def2-TZVPD" smiles="CCC#CC=O" total_energy_ev=-7327.4531 gap_ev=10.58
C -1.79 0.37 0.02
C -0.97 -0.93 -0.09
C 0.44 -0.62 0.13
C 1.53 -0.14 0.30
C 2.77 0.56 0.49
O 2.80 1.78 0.58
H -1.81 0.72 1.06
H -1.34 1.16 -0.58
H -2.81 0.22 -0.31
H -1.09 -1.37 -1.09
H -1.32 -1.67 0.63
H 3.70 -0.03 0.54

---

# 15
12
Properties=species:S:1:pos:R:3 method="wB97M-V/def2-TZVPD" smiles="C#CC(=O)CC" total_energy_ev=-7327.5417 gap_ev=10.57
C -0.05 -2.97 0.44
C -0.20 -1.88 -0.05
C -0.34 -0.54 -0.62
O -0.43 -0.38 -1.82
C -0.34 0.61 0.36
C 0.51 1.77 -0.14
H 0.08 -3.96 0.83
H -1.39 0.91 0.47
H -0.01 0.25 1.34
H 0.45 2.63 0.55
H 0.16 2.09 -1.13
H 1.56 1.48 -0.23

---

# 16
12
Properties=species:S:1:pos:R:3 method="wB97M-V/def2-TZVPD" total_energy_ev=-7325.7817 gap_ev=8.62
C -0.19 -1.12 0.79
C -0.17 0.16 -0.69
C 1.06 0.51 1.21
C 0.74 0.97 -0.06
C -1.05 0.15 -1.67
O 0.97 -0.83 1.52
H -0.11 -2.06 0.25
H -1.10 -0.98 1.37
H 1.55 1.11 1.97
H 1.23 1.81 -0.52
H -1.44 -0.78 -2.09
H -1.47 1.07 -2.07

---

# 17
12
Properties=species:S:1:pos:R:3 method="wB97M-V/def2-TZVPD" total_energy_ev=-7321.0844 gap_ev=8.68
C -1.12 -0.92 0.14
C -1.26 0.62 0.09
C 0.18 0.96 0.42
O 1.04 -0.18 0.76
C 0.33 -0.95 -0.29
C 0.76 0.39 -0.83
H -1.73 -1.41 -0.62
H -1.34 -1.41 1.10
H -1.65 1.72 0.37
H 0.50 1.92 0.84
H 0.85 -1.88 -0.56
H -2.04 0.74 -0.68

---

# 18
12
Properties=species:S:1:pos:R:3 method="wB97M-V/def2-TZVPD" smiles="C#C[C@@H](C)C=O" total_energy_ev=-7327.2875 gap_ev=10.66
C 0.26 1.95 -1.33
C 0.32 1.13 -0.45
C 0.28 0.01 0.49
C -1.19 -0.42 0.66
C 1.15 -1.10 -0.11
O 0.88 -1.66 -1.14
H 0.19 2.67 -2.12
H 0.70 0.29 1.46
H -1.73 0.38 1.18
H -1.64 -0.56 -0.32
H -1.29 -1.34 1.24
H 2.07 -1.36 0.45

---

# 19
12
Properties=species:S:1:pos:R:3 method="wB97M-V/def2-TZVPD" total_energy_ev=-7326.3772 gap_ev=10.50
O -0.88 -1.49 0.86
C -0.18 -0.37 0.39
C -0.05 -1.62 -0.32
C 1.02 0.46 0.73
C 0.54 1.47 -0.02
C -0.85 0.88 -0.17
H -0.48 -1.64 -1.32
H 0.80 -2.27 -0.14
H 2.00 0.19 1.13
H 0.99 2.32 -0.51
H -1.58 1.29 0.53
H -1.32 0.77 -1.15